{"formula": "C4H18NO8S", "method": "the ωB97M-V functional and the def2-TZVPD basis", "e_above_lowest_kj_mol": 118.33, "charge": -1, "largest_force_ev_per_a": 3.2, "homo_lumo_gap_ev": 6.61, "multiplicity": 1, "species": ["O", "C", "N", "C", "O", "C", "C", "S", "H", "H", "H", "H", "H", "H", "H", "H", "O", "H", "H", "O", "H", "H", "O", "H", "H", "O", "H", "H", "O", "H", "H", "O"], "xyz": [[-1.54320, 1.01365, 1.99869], [-0.78718, 1.71269, 1.37160], [-1.12869, 2.09629, 0.05273], [-0.19723, 2.73228, -0.86233], [0.65743, 3.51163, -0.51052], [0.48056, 2.26557, 1.94902], [1.73092, 1.36103, 1.62039], [1.72908, 0.38293, 0.03363], [-1.93066, 1.60432, -0.37903], [-0.44604, 2.36627, -1.84980], [0.70201, 3.23662, 1.62858], [0.37224, 2.11507, 3.04530], [2.63381, 2.01572, 1.74775], [1.85226, 0.44958, 2.26748], [2.66243, -1.06538, -1.87995], [2.09418, -2.32494, -2.49488], [2.84988, -1.75515, -2.53081], [-0.00968, -0.67315, -1.83778], [0.75384, 0.04609, -3.03397], [-0.10715, -0.22117, -2.71777], [1.94690, -1.65736, 1.57641], [0.54009, -1.28224, 1.75880], [1.10648, -2.07835, 1.77072], [-1.36377, -3.50994, 0.27227], [-1.47826, -2.89429, -1.04304], [-1.69423, -3.76221, -0.61560], [-2.04249, 0.24207, -2.46235], [-1.76695, -0.44086, -1.04523], [-2.41114, -0.06353, -1.63291], [-1.65336, -2.17305, 1.92948], [-2.18241, -1.38459, 0.80187], [-1.36966, -1.86560, 1.07126]], "lowdin_charge": [0.05, -0.51, 0.11, -0.31, 0.01, -0.17, -0.59, 0.40, 0.11, 0.11, 0.07, 0.12, 0.06, 0.02, -0.07, 0.01, -0.08, 0.01, 0.03, -0.11, -0.04, -0.03, -0.15, 0.01, 0.03, -0.11, 0.03, -0.01, -0.06, 0.07, 0.07, -0.08]}